This record from OMol25 describes 10 unconnected molecules or ions with the total composition C18H56N12O10. The level of theory is ωB97M-V with the def2-TZVPD basis set.

Computed properties:
* energy relative to the best compared isomer or geometry (same formula, charge and spin): 94.64 kJ/mol
* E_tot: -2129.15581 Eh
* orbital gap: 9.58 eV
* 2S+1: 1
* SMILES: NC(N)=O.NC(N)=O.NC(N)=O.NC(N)=O.NC(N)=O.NC(N)=O.CC(C)O.CC(C)O.CC(C)O.CC(C)O

Each line ends with the Mulliken charge.
Element x y z (Å)
N -1.288 -0.576 -1.557  -0.279
C -0.075 -0.374 -0.988  0.278
N -0.078 0.249 0.228  0.291
O 0.987 -0.735 -1.503  -0.407
H -1.301 -1.111 -2.409  0.233
H -2.107 -0.183 -1.133  0.146
H 0.821 0.187 0.672  0.051
H -0.958 0.553 0.606  -0.113
N 0.191 -3.767 -0.283  0.513
C 0.922 -4.781 0.245  0.636
N 0.342 -5.434 1.313  -0.386
O 1.959 -5.209 -0.260  -0.692
H -0.731 -3.640 0.097  -0.080
H 0.299 -3.668 -1.292  -0.217
H -0.494 -5.077 1.737  0.106
H 0.675 -6.332 1.602  0.217
N 1.801 -2.515 -3.572  -0.192
C 0.663 -3.180 -3.879  0.446
N 0.650 -3.833 -5.070  -0.488
O -0.259 -3.285 -3.041  -0.684
H 2.526 -2.387 -4.251  0.221
H 1.753 -1.944 -2.731  0.112
H 1.531 -3.915 -5.543  0.169
H -0.091 -4.457 -5.324  0.237
N -2.867 -5.766 -0.963  -0.323
C -3.506 -4.564 -0.857  0.526
N -2.953 -3.552 -1.600  -0.184
O -4.532 -4.370 -0.211  -0.668
H -3.394 -6.548 -0.619  0.225
H -1.981 -5.839 -1.425  0.186
H -2.322 -3.747 -2.362  0.122
H -3.493 -2.707 -1.603  0.179
N -2.030 3.758 1.846  -0.356
C -2.080 2.489 2.330  0.655
N -1.378 2.231 3.461  -0.331
O -2.705 1.618 1.704  -0.680
H -1.716 4.566 2.349  0.196
H -2.673 3.834 1.074  0.168
H -0.694 2.936 3.697  0.137
H -1.339 1.333 3.900  0.245
N 2.430 4.038 -2.890  -0.374
C 2.729 2.694 -2.681  0.567
N 1.592 1.943 -2.623  -0.105
O 3.880 2.301 -2.577  -0.667
H 3.194 4.683 -2.817  0.210
H 1.473 4.360 -2.888  0.230
H 0.731 2.457 -2.621  0.147
H 1.612 0.971 -2.348  0.121
C 2.308 3.639 0.997  -1.164
C 2.335 3.150 2.448  1.317
C 3.760 3.076 2.975  -1.728
O 1.537 4.031 3.225  -0.541
H 3.008 3.077 0.370  0.220
H 2.600 4.685 0.886  0.440
H 1.333 3.474 0.532  0.023
H 1.931 2.133 2.354  -0.236
H 4.563 2.807 2.295  0.332
H 3.852 2.514 3.910  0.426
H 4.022 4.093 3.310  0.529
H 1.995 4.178 4.059  0.340
C 4.442 -0.147 0.252  -1.003
C 4.236 -1.631 0.456  0.692
C 2.883 -1.934 1.142  -1.219
O 4.151 -2.243 -0.846  -0.641
H 4.542 0.301 1.248  0.291
H 3.571 0.325 -0.204  -0.023
H 5.329 0.069 -0.338  0.384
H 5.021 -2.092 1.062  0.303
H 2.084 -1.578 0.493  -0.065
H 2.806 -1.469 2.129  0.492
H 2.809 -3.018 1.241  0.281
H 3.430 -2.882 -0.841  0.291
C -2.241 3.669 -1.971  -0.965
C -1.490 4.916 -2.370  0.539
C -0.967 5.739 -1.204  -1.056
O -0.383 4.610 -3.209  -0.559
H -2.281 2.953 -2.796  0.337
H -3.210 3.876 -1.516  0.479
H -1.736 3.067 -1.199  -0.094
H -2.193 5.568 -2.905  0.237
H -0.326 5.131 -0.561  -0.005
H -1.815 6.044 -0.589  0.407
H -0.418 6.611 -1.550  0.359
H -0.593 4.319 -4.101  0.272
C -3.032 -1.749 2.210  -1.004
C -3.756 -1.679 3.546  0.382
C -5.146 -2.323 3.427  -1.403
O -3.043 -2.342 4.571  -0.573
H -3.589 -1.207 1.451  0.283
H -2.906 -2.810 1.956  0.376
H -1.994 -1.411 2.297  0.230
H -3.937 -0.639 3.825  0.317
H -5.706 -2.118 4.348  0.362
H -5.131 -3.415 3.418  0.295
H -5.764 -1.952 2.609  0.358
H -2.607 -3.122 4.217  0.339

Atomic forces in eV per Å
N 0.36 0.25 -0.08
C 0.29 -0.12 0.48
N -0.03 -0.39 -1.30
O -0.25 0.05 -0.04
H -0.15 -0.03 0.02
H -0.21 -0.20 -0.13
H -0.25 0.41 0.53
H 0.14 0.14 0.81
N 0.23 0.18 0.21
C 0.16 -1.76 -0.48
N -0.08 0.61 0.25
O -0.28 0.57 0.25
H -0.18 0.15 -0.33
H -0.20 0.45 0.22
H -0.09 -0.12 -0.01
H 0.33 0.07 0.00
N -0.67 -0.17 -0.08
C 0.21 -0.61 1.27
N 0.31 0.41 -0.29
O -0.06 0.26 -1.00
H 0.12 0.17 0.07
H 0.14 0.11 -0.17
H -0.11 -0.14 -0.27
H -0.11 -0.04 0.23
N -0.43 0.31 0.40
C -0.89 0.71 -0.59
N 0.27 -0.23 0.28
O 0.62 -0.53 0.06
H 0.37 -0.21 0.01
H 0.04 -0.28 -0.03
H 0.15 0.23 0.04
H 0.01 0.04 -0.10
N -0.27 -0.22 -0.41
C -0.28 -1.45 -0.39
N 0.32 1.17 -0.02
O 0.37 0.41 0.38
H -0.01 -0.02 0.10
H 0.17 0.53 0.03
H 0.17 -0.29 0.35
H -0.12 -0.21 -0.26
N 0.31 -0.58 0.02
C 0.11 1.16 0.01
N 0.23 -0.19 -0.12
O -0.47 -0.26 0.05
H -0.01 0.01 -0.03
H 0.24 0.15 0.04
H -0.23 -0.24 0.09
H 0.07 0.05 0.03
C 0.25 -0.04 -0.38
C 0.83 -0.29 -1.89
C 0.21 1.20 1.26
O -0.31 -0.36 0.41
H 0.02 -0.16 0.20
H -0.15 0.07 0.23
H -0.13 0.21 0.19
H -0.34 0.05 0.75
H -0.36 -0.40 -0.29
H -0.13 -0.41 -0.26
H 0.03 0.04 -0.29
H -0.11 0.00 0.02
C 0.06 0.07 0.78
C -1.75 -0.33 -0.53
C 0.78 0.23 0.02
O 0.51 0.13 0.16
H 0.23 0.12 -0.09
H 0.03 -0.18 -0.28
H -0.02 0.04 -0.05
H 0.28 0.08 -0.24
H -0.04 -0.05 0.02
H 0.01 -0.06 -0.01
H -0.20 0.00 0.16
H 0.09 -0.19 0.07
C 0.46 -1.04 0.84
C -0.46 0.56 -0.24
C -0.10 -0.61 0.22
O 0.66 -0.01 0.19
H -0.59 0.31 -0.22
H -0.21 0.07 -0.50
H 0.37 0.42 0.00
H 0.10 -0.09 -0.23
H 0.13 0.03 -0.11
H 0.02 0.18 -0.05
H -0.04 0.05 -0.01
H -0.50 0.04 0.10
C 0.68 -0.53 0.61
C -1.02 -0.70 -0.98
C -0.59 0.03 0.90
O 0.40 0.50 0.58
H 0.18 -0.06 -0.18
H -0.49 0.02 -0.34
H -0.20 0.55 -0.05
H 0.47 0.01 0.27
H 0.08 0.21 -0.05
H 0.40 0.02 -0.49
H 0.26 0.00 -0.16
H -0.11 -0.02 -0.17